(1)
{
  "formula": "H9Na3O5",
  "method": "ωB97M-V/def2-TZVPD",
  "symbols": ["Na", "Na", "Na", "O", "H", "O", "H", "H", "O", "H", "H", "O", "H", "H", "O", "H", "H"],
  "positions_angstrom": [[-2.599, -1.734, -2.678], [2.908, -0.036, 1.173], [1.694, 0.043, -4.506], [0.317, -0.543, -1.230], [0.144, 0.067, -0.487], [2.511, -3.797, -1.740], [1.939, -3.030, -1.720], [3.304, -3.517, -1.284], [0.091, 3.040, -0.662], [1.039, 3.163, -0.616], [-0.021, 2.107, -0.846], [0.444, 1.096, 4.187], [-0.331, 1.452, 3.753], [0.451, 1.516, 5.048], [-4.014, -0.028, 0.159], [-4.061, 0.833, 0.575], [-3.816, -0.630, 0.876]],
  "forces_ev_per_angstrom": [[0.1474, 0.2701, 0.6254], [-0.4086, -0.0891, 0.0284], [-0.0577, 0.0161, 0.3894], [0.4374, 0.3983, -0.0836], [-0.1987, -0.4821, -0.5634], [-0.0256, -0.0044, -0.2394], [-0.3658, 0.2819, 0.1824], [0.2839, -0.1381, 0.0993], [-0.0673, 0.0771, 0.1207], [0.2118, 0.2426, -0.0115], [-0.1301, -0.4091, -0.2264], [0.2828, -0.2251, -0.4235], [-0.2503, 0.1184, -0.0446], [0.0657, 0.0864, 0.3154], [0.2207, -0.2916, -0.4739], [-0.0971, 0.3161, 0.0335], [-0.0483, -0.1674, 0.2718]],
  "lumo_ha": -0.271,
  "gap_ev": 6.944,
  "charge": 2
}

(2)
{
  "formula": "CClNO2",
  "method": "ωB97M-V/def2-TZVPD",
  "symbols": ["N", "C", "O", "O", "Cl"],
  "positions_angstrom": [[-1.423, 1.470, 0.050], [-0.919, 0.455, -0.098], [-0.522, -0.691, -0.337], [0.943, -1.171, -0.176], [1.920, -0.063, 0.560]],
  "forces_ev_per_angstrom": [[-0.7170, 1.8377, 0.4115], [0.9221, 0.5506, 0.2063], [0.3768, -3.3261, -0.7382], [-0.3584, 0.8960, 0.1599], [-0.2235, 0.0418, -0.0395]],
  "lumo_ha": -0.078,
  "gap_ev": 9.042
}

ΔE to the lowest compared entry with this formula, charge and spin / kcal/mol: 72.2; 75.7